The following is a quantum chemistry calculation of a molecular structure, C35H43FN5O3Se4Ti in a non-equilibrium geometry, from the Open Molecules 2025 dataset.

ORCA input file:
```
! wB97M-V def2-TZVPD RIJCOSX def2/J DEFGRID3
* xyz 1 1
Ti 0.340 0.891 -0.438
C -1.091 -2.123 1.190
C -0.535 -1.855 2.583
C 0.938 -2.238 2.706
C -0.829 -0.446 3.073
C -1.669 -0.430 4.184
C -1.998 0.731 4.843
C -1.491 1.916 4.364
C -0.662 1.974 3.246
C -0.274 3.403 2.893
C -1.216 3.904 1.792
C 1.194 3.665 2.581
C -0.315 0.776 2.568
N 0.644 0.795 1.477
C 1.951 0.793 1.906
C 2.349 0.716 3.259
C 3.676 0.741 3.630
C 4.690 0.852 2.687
C 4.354 0.927 1.345
C 3.022 0.889 1.000
F 2.683 0.955 -0.364
H -0.884 -3.152 0.903
H -0.643 -1.445 0.461
H -2.169 -1.972 1.182
H -1.078 -2.525 3.257
H 1.554 -1.665 2.022
H 1.061 -3.297 2.484
H 1.290 -2.056 3.719
H -2.058 -1.365 4.560
H -2.629 0.714 5.716
H -1.739 2.831 4.881
H -0.483 4.000 3.788
H -1.346 3.135 1.026
H -0.830 4.818 1.343
H -2.197 4.111 2.214
H 1.512 3.183 1.666
H 1.816 3.304 3.395
H 1.356 4.737 2.480
H 1.584 0.642 4.015
H 3.923 0.678 4.678
H 5.722 0.884 2.991
H 5.108 1.009 0.574
Se 0.944 1.040 -3.005
Se -1.230 1.319 -3.768
Se -2.504 -0.122 -2.418
Se -2.160 0.825 -0.304
O -3.488 3.376 -1.661
C -3.361 4.721 -1.287
N -2.739 5.526 -2.306
C -1.428 5.688 -2.602
O -1.078 6.404 -3.512
C -0.379 4.997 -1.772
C 0.799 5.705 -1.537
C 1.850 5.046 -0.927
C 1.711 3.710 -0.599
N 0.574 3.023 -0.783
C -0.450 3.677 -1.355
H -4.232 3.255 -2.262
H -2.747 4.730 -0.383
H -4.337 5.160 -1.062
H -3.344 6.026 -2.945
H 0.881 6.735 -1.851
H 2.776 5.559 -0.725
H 2.569 3.191 -0.191
H -1.360 3.110 -1.519
C 0.230 -7.104 -2.532
C 0.582 -5.918 -3.438
N -0.507 -4.973 -3.570
C -1.548 -5.287 -4.546
C -2.821 -5.825 -3.903
C -0.679 -3.838 -2.869
O -1.660 -3.122 -3.035
C 0.377 -3.352 -1.906
C 1.242 -4.073 -1.090
C 2.166 -3.363 -0.337
C 2.128 -1.980 -0.309
N 1.186 -1.280 -0.950
C 0.392 -1.966 -1.766
H 1.125 -7.678 -2.306
H -0.473 -7.773 -3.021
H -0.222 -6.769 -1.601
H 0.822 -6.299 -4.434
H 1.469 -5.399 -3.069
H -1.137 -6.011 -5.251
H -1.787 -4.362 -5.081
H -2.620 -6.706 -3.300
H -3.527 -6.093 -4.684
H -3.267 -5.059 -3.277
H 1.201 -5.146 -0.996
H 2.899 -3.884 0.256
H 2.868 -1.429 0.261
H -0.339 -1.419 -2.353
*
```

The calculation puts the gap between HOMO and LUMO at 5.93 eV. As for the calculated total energy: -337801.665 eV. The calculation puts the highest occupied orbital energy at -9.892 eV. The value obtained for the max |F| is 0.0398 Eh/bohr.

Atom charges from the Löwdin analysis, given in e for atoms 1 to 6:
1 Ti 0.63
2 C -0.07
3 C -0.35
4 C -0.04
5 C -0.13
6 C -0.02

The following is a quantum chemistry calculation of a molecular structure, C35H43NO6RuSe in a non-equilibrium geometry, from the Open Molecules 2025 dataset.

ORCA input file:
```
! wB97M-V def2-TZVPD RIJCOSX def2/J DEFGRID3
* xyz 0 1
Ru -0.835 0.068 -2.933
C 0.941 -3.438 3.868
C 1.751 -3.633 2.577
C 3.129 -2.994 2.780
C 1.950 -5.129 2.291
C 0.980 -3.009 1.428
C 1.457 -1.924 0.710
C 0.714 -1.402 -0.331
Se 1.449 0.071 -1.356
C 0.678 1.511 -0.312
C 1.434 2.059 0.700
C 0.884 3.014 1.542
C -0.410 3.439 1.246
C -1.188 2.939 0.218
C -0.676 1.855 -0.553
O -1.387 1.176 -1.380
C -2.532 3.598 -0.073
C -2.298 5.102 -0.290
C -3.462 3.382 1.131
C -3.228 3.059 -1.324
C 1.632 3.575 2.737
C 1.841 5.084 2.552
C 0.794 3.309 3.996
C 2.998 2.908 2.927
C -0.518 -1.957 -0.757
O -1.121 -1.540 -1.808
C -1.032 -3.045 0.021
C -0.271 -3.522 1.065
C -2.416 -3.578 -0.321
C -2.425 -4.126 -1.754
C -2.863 -4.693 0.631
C -3.416 -2.416 -0.201
H 1.495 -3.827 4.721
H 0.757 -2.378 4.031
H -0.016 -3.951 3.818
H 3.640 -3.497 3.597
H 3.743 -3.092 1.888
H 3.037 -1.943 3.043
H 2.546 -5.584 3.079
H 1.003 -5.658 2.235
H 2.471 -5.264 1.345
H 2.411 -1.473 0.935
H 2.446 1.704 0.819
H -0.837 4.217 1.855
H -1.889 5.584 0.593
H -1.611 5.261 -1.118
H -3.242 5.586 -0.531
H -3.049 3.822 2.034
H -4.430 3.838 0.937
H -3.611 2.318 1.303
H -2.571 3.104 -2.193
H -3.552 2.030 -1.182
H -4.108 3.666 -1.534
H 0.892 5.611 2.502
H 2.410 5.488 3.386
H 2.389 5.281 1.633
H -0.156 3.836 3.961
H 0.592 2.244 4.090
H 1.335 3.639 4.878
H 3.656 3.105 2.083
H 3.471 3.306 3.822
H 2.889 1.832 3.055
H -0.662 -4.346 1.634
H -1.699 -4.929 -1.863
H -3.413 -4.513 -1.990
H -2.183 -3.351 -2.477
H -2.202 -5.555 0.569
H -2.902 -4.340 1.660
H -3.862 -5.019 0.353
H -3.166 -1.620 -0.902
H -4.424 -2.758 -0.425
H -3.402 -2.010 0.809
O 0.432 -3.403 -4.874
C 0.215 -2.230 -4.666
O -0.868 -1.662 -4.348
C 1.349 -1.178 -4.875
C 2.570 -1.267 -5.533
C 3.255 -0.081 -5.780
C 2.693 1.149 -5.450
C 1.486 1.142 -4.763
N 0.919 -0.006 -4.470
C 0.552 2.315 -4.394
O 0.860 3.457 -4.652
O -0.540 1.913 -3.866
H 2.949 -2.227 -5.841
H 4.223 -0.114 -6.260
H 3.160 2.087 -5.710
*
```

The calculation puts the gap between HOMO and LUMO (alpha / beta) at 5.32 / 5.31 eV. As for the calculated total energy: -118695.463 eV. The calculation puts the highest occupied orbital energy (alpha / beta) at -8.077 / -8.074 eV. The value obtained for the max |F| is 0.1072 Eh/bohr.

Atom charges from the Löwdin analysis, given in e for atoms 1 to 6:
1 Ru 1.53
2 C -0.04
3 C -0.56
4 C -0.06
5 C -0.04
6 C -0.17

The following is a quantum chemistry calculation of a molecular structure, C35H44BLuN6O4S3 in a non-equilibrium geometry, from the Open Molecules 2025 dataset.

ORCA input file:
```
! wB97M-V def2-TZVPD RIJCOSX def2/J DEFGRID3
* xyz 2 1
Lu 0.282 -2.963 0.333
C -4.362 -0.984 -1.875
C -3.087 -0.203 -1.881
C -2.811 0.777 -2.782
C -1.573 1.491 -2.777
N -0.670 1.245 -1.873
N -0.972 0.293 -0.960
B 0.006 0.279 0.146
N -0.465 0.600 1.517
N -1.342 1.620 1.490
C -1.722 2.108 2.640
C -1.207 1.567 3.851
C -0.335 0.520 3.862
C 0.212 -0.074 5.121
C 0.034 -0.011 2.594
S 1.078 -1.357 2.393
C -2.693 3.281 2.577
C -1.906 4.511 2.099
C -3.308 3.562 3.948
C -3.805 2.960 1.571
N 1.442 0.523 -0.179
N 1.842 1.661 0.413
C 3.033 2.110 0.113
C 3.853 1.395 -0.797
C 3.445 0.228 -1.374
C 4.300 -0.542 -2.331
C 2.151 -0.237 -1.019
S 1.482 -1.702 -1.648
C 3.435 3.418 0.783
C 3.212 3.290 2.295
C 4.901 3.754 0.513
C 2.535 4.527 0.217
C -2.064 -0.481 -0.925
S -2.160 -1.728 0.241
C -1.275 2.555 -3.817
C -2.358 3.640 -3.726
C -1.303 1.895 -5.203
C 0.097 3.180 -3.578
H -5.018 -0.651 -2.675
H -4.880 -0.868 -0.922
H -4.161 -2.049 -2.002
H -3.543 1.017 -3.542
H -1.534 1.987 4.792
H -0.206 0.419 5.995
H 1.299 0.024 5.147
H -0.012 -1.140 5.171
H -1.065 4.730 2.761
H -2.560 5.384 2.090
H -1.522 4.355 1.090
H -2.568 3.910 4.672
H -3.815 2.685 4.358
H -4.052 4.351 3.849
H -3.396 2.759 0.581
H -4.480 3.813 1.496
H -4.391 2.094 1.890
H 4.840 1.775 -1.021
H 5.305 -0.128 -2.366
H 3.873 -0.505 -3.336
H 4.355 -1.593 -2.047
H 3.822 2.490 2.722
H 2.165 3.086 2.523
H 3.494 4.223 2.783
H 5.574 2.974 0.878
H 5.159 4.674 1.036
H 5.100 3.923 -0.548
H 1.484 4.318 0.427
H 2.660 4.629 -0.864
H 2.796 5.481 0.676
H -3.349 3.262 -3.982
H -2.126 4.441 -4.429
H -2.402 4.075 -2.725
H -2.275 1.456 -5.436
H -0.543 1.115 -5.283
H -1.096 2.647 -5.965
H 0.160 3.657 -2.598
H 0.276 3.938 -4.341
H 0.893 2.435 -3.644
O -0.416 -4.737 -0.421
C 0.497 -5.369 0.262
O 1.305 -4.615 0.957
C 0.595 -6.796 0.258
C 1.596 -7.410 1.016
C 1.729 -8.793 1.038
C 0.825 -9.502 0.277
O 0.751 -10.833 0.146
C -0.331 -11.107 -0.770
O -0.911 -9.842 -1.113
C -0.174 -8.893 -0.481
C -0.324 -7.544 -0.519
H 2.274 -6.795 1.590
H 2.494 -9.291 1.615
H -1.070 -11.725 -0.268
H 0.076 -11.580 -1.661
H -1.095 -7.064 -1.104
*
```

The calculation puts the gap between HOMO and LUMO at 5.62 eV. As for the calculated total energy: -120935.025 eV. The calculation puts the highest occupied orbital energy at -12.390 eV. The value obtained for the max |F| is 0.0530 Eh/bohr.

Atom charges from the Löwdin analysis, given in e for atoms 1 to 6:
1 Lu 1.26
2 C -0.03
3 C -0.22
4 C 0.10
5 C -0.18
6 N 0.22

The following is a quantum chemistry calculation of a molecular structure, C35H44ClGe2N2O2PtSSi, from the Open Molecules 2025 dataset.

ORCA input file:
```
! wB97M-V def2-TZVPD RIJCOSX def2/J DEFGRID3
* xyz 0 2
Pt 0.032 0.000 0.071
C 1.093 5.667 0.258
Si -0.001 5.321 -1.214
C -1.035 6.832 -1.592
C 1.016 4.860 -2.709
C -1.184 3.911 -0.803
C -2.572 4.028 -0.871
C -3.420 2.957 -0.594
C -2.861 1.742 -0.245
N -1.540 1.619 -0.164
C -0.731 2.648 -0.427
S 0.931 2.063 -0.291
H 1.655 6.589 0.096
H 1.809 4.862 0.435
H 0.496 5.789 1.164
H -0.374 7.674 -1.812
H -1.663 7.121 -0.747
H -1.678 6.686 -2.462
H 1.626 5.709 -3.027
H 0.368 4.579 -3.543
H 1.684 4.021 -2.504
H -3.010 4.975 -1.162
H -4.494 3.064 -0.657
H -3.434 0.850 -0.025
Cl 0.013 -2.699 -6.595
C -0.630 -2.471 -4.994
C -1.566 -3.365 -4.499
C -2.064 -3.177 -3.221
C -1.634 -2.118 -2.423
C -0.707 -1.230 -2.955
C -0.202 -1.396 -4.237
C -2.233 -2.014 -1.031
O -3.141 -2.782 -0.741
O -1.767 -1.157 -0.181
H -1.898 -4.192 -5.111
H -2.800 -3.854 -2.810
H -0.375 -0.375 -2.378
H 0.512 -0.696 -4.651
C 3.222 1.945 2.582
Ge 3.459 0.053 2.135
C 5.375 -0.350 2.258
C 2.549 -0.954 3.550
Ge 2.468 -0.446 -0.037
C 2.779 -2.327 -0.531
C 3.576 -3.143 0.270
C 3.919 -4.430 -0.133
C 3.462 -4.922 -1.346
C 2.648 -4.130 -2.147
C 2.309 -2.849 -1.738
C 3.388 0.565 -1.445
C 2.939 0.530 -2.767
C 3.555 1.283 -3.752
C 4.636 2.096 -3.429
C 5.095 2.142 -2.124
C 4.471 1.382 -1.139
H 3.640 2.127 3.574
H 2.162 2.200 2.592
H 3.718 2.603 1.867
H 5.711 -0.039 3.249
H 5.959 0.190 1.514
H 5.583 -1.413 2.145
H 2.924 -0.620 4.519
H 2.723 -2.028 3.463
H 1.475 -0.775 3.511
H 3.948 -2.777 1.221
H 4.549 -5.043 0.500
H 3.734 -5.920 -1.666
H 2.276 -4.509 -3.091
H 1.663 -2.256 -2.374
H 2.084 -0.081 -3.033
H 3.192 1.244 -4.772
H 5.114 2.694 -4.195
H 5.937 2.772 -1.865
H 4.840 1.442 -0.122
C 1.187 -4.760 2.701
C 0.076 -4.324 1.738
C 0.244 -4.990 0.368
C -1.312 -4.621 2.323
C 0.166 -2.870 1.539
N 0.197 -1.749 1.314
H 1.089 -5.832 2.878
H 1.108 -4.243 3.658
H 2.171 -4.566 2.275
H 0.194 -6.071 0.505
H 1.205 -4.736 -0.079
H -0.552 -4.687 -0.313
H -1.379 -5.690 2.531
H -2.098 -4.344 1.621
H -1.475 -4.075 3.253
*
```

The calculation puts the gap between HOMO and LUMO (alpha / beta) at 7.99 / 7.08 eV. As for the calculated total energy: -191600.172 eV. The calculation puts the highest occupied orbital energy (alpha / beta) at -7.997 / -8.112 eV. For the energy above the lowest of the compared OMol25 structures with the same formula, charge and spin, the calculation gives 98.59 kJ/mol. The value obtained for the max |F| is 0.0148 Eh/bohr.

Atom charges from the Löwdin analysis, given in e for atoms 1 to 6:
1 Pt 0.82
2 C -0.17
3 Si 0.50
4 C -0.19
5 C -0.17
6 C -0.23

The following is a quantum chemistry calculation of 11 unconnected molecules or ions with the total composition C35H44F8O31 in a non-equilibrium geometry, from the Open Molecules 2025 dataset.

ORCA input file:
```
! wB97M-V def2-TZVPD RIJCOSX def2/J DEFGRID3
* xyz 0 1
F -5.198 -3.884 5.368
C -4.007 -3.573 5.962
F -3.047 -4.321 5.341
C -3.729 -2.091 5.682
F -2.582 -1.784 6.296
F -4.695 -1.433 6.312
C -3.638 -1.862 4.196
O -3.375 -0.502 3.974
C -2.902 -0.273 2.741
F -1.781 -0.920 2.397
F -3.829 -0.583 1.796
C -2.344 1.228 2.639
F -2.175 1.484 1.284
F -3.188 2.132 3.156
H -4.112 -3.771 7.003
H -4.534 -2.138 3.731
H -2.969 -2.595 3.700
H -1.458 1.188 3.159
O 1.388 -2.865 1.014
C 1.925 -3.866 1.356
O 1.416 -4.621 2.353
C 2.052 -5.900 2.376
C 3.305 -5.685 1.529
O 2.998 -4.479 0.859
H 2.432 -6.126 3.325
H 1.353 -6.623 2.009
H 3.536 -6.475 0.779
H 4.123 -5.528 2.211
O 4.767 -0.551 -2.943
C 3.837 -1.203 -3.036
O 3.007 -1.457 -2.018
C 2.071 -2.394 -2.592
C 1.989 -2.015 -3.990
O 3.375 -1.658 -4.211
H 2.538 -3.341 -2.460
H 1.124 -2.235 -2.043
H 1.325 -1.111 -4.131
H 1.801 -2.837 -4.713
O -3.284 4.009 -1.733
C -2.898 3.728 -2.856
O -3.538 2.876 -3.775
C -2.740 3.005 -4.970
C -1.441 3.710 -4.575
O -1.759 4.246 -3.295
H -2.550 1.996 -5.263
H -3.371 3.532 -5.726
H -1.159 4.508 -5.253
H -0.585 3.011 -4.439
O 3.642 -2.072 2.386
C 4.160 -1.382 1.596
O 5.431 -1.587 1.273
C 5.771 -0.572 0.305
C 4.640 0.466 0.426
O 3.612 -0.370 0.956
H 6.742 -0.159 0.526
H 5.757 -0.938 -0.721
H 4.222 0.867 -0.532
H 4.799 1.255 1.189
O 1.920 1.219 -3.597
C 2.464 2.224 -3.812
O 3.326 2.802 -2.889
C 3.862 4.077 -3.404
C 3.502 4.001 -4.864
O 2.565 2.883 -4.981
H 3.479 4.846 -2.770
H 4.920 4.025 -3.219
H 4.365 3.694 -5.429
H 3.006 4.855 -5.276
O 1.219 1.382 3.727
C 1.419 0.327 4.283
O 2.604 -0.104 4.722
C 2.415 -1.424 5.316
C 0.895 -1.787 5.060
O 0.407 -0.550 4.404
H 3.112 -2.130 4.805
H 2.659 -1.343 6.371
H 0.325 -1.839 5.996
H 0.733 -2.653 4.326
O 1.053 5.961 -3.860
C 0.614 6.174 -2.760
O 0.710 5.273 -1.794
C 0.037 5.691 -0.595
C -0.599 6.967 -1.074
O -0.033 7.295 -2.347
H -0.462 4.860 -0.296
H 0.852 5.812 0.105
H -0.341 7.858 -0.450
H -1.689 6.859 -1.276
O -1.368 1.484 -2.684
C -0.663 1.273 -1.705
O -0.075 2.193 -0.976
C 0.647 1.637 0.127
C 0.477 0.119 -0.020
O -0.411 0.026 -1.141
H 1.708 1.896 0.052
H 0.178 2.057 1.086
H -0.028 -0.156 0.914
H 1.444 -0.407 -0.218
O -7.897 -0.359 -0.313
C -6.841 0.154 -0.591
O -6.310 0.349 -1.852
C -4.984 0.776 -1.652
C -5.040 1.467 -0.289
O -6.131 0.795 0.401
H -4.305 -0.065 -1.543
H -4.708 1.418 -2.494
H -5.330 2.495 -0.375
H -4.135 1.243 0.296
O 1.114 -5.476 -1.010
C 0.088 -4.872 -0.978
O -0.707 -4.979 0.092
C -1.706 -3.963 0.116
C -1.758 -3.601 -1.391
O -0.377 -3.957 -1.816
H -2.601 -4.393 0.544
H -1.359 -3.086 0.700
H -2.074 -2.583 -1.623
H -2.440 -4.201 -2.002
*
```

The calculation puts the gap between HOMO and LUMO at 10.76 eV. As for the calculated total energy: -122220.714 eV. The calculation puts the highest occupied orbital energy at -10.348 eV. The value obtained for the max |F| is 0.1220 Eh/bohr.

Atom charges from the Löwdin analysis, given in e for atoms 1 to 6:
1 F 0.08
2 C -0.27
3 F 0.08
4 C -0.49
5 F 0.14
6 F 0.16